Entry 1:
DFT (ωB97M-V/def2-TZVPD) results for C42H57AuBN2O3SSeSi as an isolated structure.

The geometry in ORCA input format:
```
! wB97M-V def2-TZVPD RIJCOSX def2/J DEFGRID3
* xyz 1 1
Au 0.1004 0.1028 0.0467
C 3.3523 1.3986 0.5005
Si 2.5068 -0.2069 0.0307
C 2.7178 -0.5206 -1.8427
C 2.1170 -1.8593 -2.2763
C 1.9899 0.5951 -2.6044
C 4.2053 -0.4778 -2.2150
C 3.0824 -1.5609 1.2434
C 2.2393 -2.8383 1.1663
C 4.5462 -1.9364 0.9666
C 3.0018 -0.9757 2.6605
H 4.4192 1.2101 0.6452
H 2.9577 1.8050 1.4327
H 3.2469 2.1674 -0.2661
H 1.0485 -1.9183 -2.0419
H 2.6087 -2.7061 -1.7986
H 2.2266 -1.9822 -3.3582
H 0.9214 0.6460 -2.3654
H 2.0752 0.4159 -3.6810
H 2.4044 1.5811 -2.3934
H 4.7712 -1.2878 -1.7576
H 4.6703 0.4664 -1.9264
H 4.3090 -0.5753 -3.3007
H 2.2165 -3.2595 0.1614
H 1.2133 -2.6674 1.4832
H 2.6674 -3.5981 1.8276
H 4.6507 -2.4924 0.0341
H 4.9164 -2.5799 1.7702
H 5.2048 -1.0663 0.9203
H 2.0167 -0.5686 2.8926
H 3.7332 -0.1809 2.8116
H 3.2123 -1.7597 3.3934
C -5.3049 2.9448 -0.9165
C -5.2211 2.2524 -2.2739
C -4.0521 2.7476 -3.1209
C -2.6831 2.3251 -2.6009
N -2.4681 0.8791 -2.6822
C -2.3985 0.0034 -1.6654
Se -2.5268 0.4332 0.1536
N -2.1718 -1.2288 -2.1669
C -2.0070 -2.4744 -1.4164
C -3.1652 -3.4526 -1.5821
C -4.4713 -3.0516 -0.8954
C -5.2518 -1.9457 -1.6019
C -2.0741 -1.1402 -3.5480
C -1.8055 -2.0995 -4.5173
C -1.7462 -1.6587 -5.8251
C -1.9425 -0.3108 -6.1568
C -2.2047 0.6423 -5.1917
C -2.2681 0.1974 -3.8762
H -6.2413 2.7069 -0.4131
H -5.2557 4.0296 -1.0339
H -4.4920 2.6459 -0.2537
H -6.1466 2.4239 -2.8267
H -5.1486 1.1685 -2.1432
H -4.0614 3.8408 -3.1406
H -4.1679 2.4144 -4.1546
H -2.5356 2.6127 -1.5621
H -1.8815 2.7847 -3.1810
H -1.8812 -2.2010 -0.3689
H -1.0733 -2.9256 -1.7605
H -2.8178 -4.4019 -1.1681
H -3.3520 -3.6277 -2.6453
H -4.2601 -2.7536 0.1356
H -5.0991 -3.9423 -0.8364
H -4.8201 -0.9622 -1.4188
H -6.2805 -1.9098 -1.2452
H -5.2822 -2.1104 -2.6814
H -1.6462 -3.1381 -4.2660
H -1.5408 -2.3700 -6.6127
H -1.8818 -0.0098 -7.1932
H -2.3468 1.6814 -5.4513
O -0.7299 0.7604 2.8070
B -0.4538 -0.2950 1.9610
O -0.4391 -1.5135 2.5939
C -0.6556 -1.2015 3.9297
C -0.6821 -2.0517 5.0094
C -0.9013 -1.4575 6.2504
C -1.0838 -0.0849 6.3799
C -1.0516 0.7637 5.2748
C -0.8287 0.1636 4.0587
H -0.5296 -3.1152 4.8981
H -0.9293 -2.0800 7.1336
H -1.2528 0.3357 7.3613
H -1.1862 1.8319 5.3655
O 0.0913 2.5520 -1.0629
S 0.1463 3.3900 0.1867
C 1.5348 4.4886 -0.0319
C 2.0747 4.6683 -1.2958
C 3.1823 5.4907 -1.4387
C 3.7384 6.1093 -0.3270
C 3.1929 5.9103 0.9340
C 2.0866 5.0888 1.0886
C -1.1941 4.5613 0.0711
C -2.0166 4.6967 1.1770
C -3.0615 5.6121 1.1363
C -3.2747 6.3647 -0.0064
C -2.4545 6.2046 -1.1201
C -1.4050 5.3039 -1.0845
H 1.6448 4.1472 -2.1416
H 3.6151 5.6457 -2.4180
H 4.6092 6.7403 -0.4422
H 3.6362 6.3851 1.7983
H 1.6595 4.9154 2.0689
H -1.8488 4.0820 2.0528
H -3.7071 5.7331 1.9952
H -4.0849 7.0808 -0.0353
H -2.6293 6.7937 -2.0104
H -0.7533 5.1775 -1.9399
*
```

Computed properties:
energy relative to the best compared isomer or geometry (same formula, charge and spin): 17.65 kJ/mol

=====

Entry 2:
DFT (ωB97M-V/def2-TZVPD) results for a 3-piece molecular cluster, C31H39BrF17IN6O6 overall.

The geometry in ORCA input format:
```
! wB97M-V def2-TZVPD RIJCOSX def2/J DEFGRID3
* xyz 0 1
C 3.6268 2.8093 -0.0845
C 3.0727 1.6756 0.7698
O 2.8964 0.5513 -0.0790
C 2.7351 -0.7193 0.5361
C 4.1074 -1.2138 1.0848
Br 5.6582 -0.4836 0.1564
C 4.3539 -2.6881 1.3665
C 3.2650 -3.4339 2.1493
O 1.9963 -0.5699 1.7089
C 0.5959 -0.4202 1.6395
C 0.0422 -0.7156 3.0058
C 0.7836 -1.3367 3.9812
C 0.2261 -1.5871 5.2184
N -1.0200 -1.2310 5.5333
C -1.7135 -0.5960 4.5958
C -1.2431 -0.3174 3.3308
C -0.1089 -1.1744 0.5020
I -0.6578 -3.1840 1.1461
N 0.6602 -1.1879 -0.7946
C 0.5688 0.0994 -1.6085
C -0.1517 1.2970 -1.0100
C -0.1841 2.4468 -2.0180
F 0.8900 2.3334 -2.8517
F -0.0408 3.6277 -1.3857
C -1.3891 2.5546 -3.0002
F -1.3755 1.4616 -3.7829
F -1.1448 3.6121 -3.7881
C -2.8243 2.7899 -2.3750
F -2.7218 3.0265 -1.0532
F -3.3252 3.9070 -2.9333
C -3.8404 1.6586 -2.6794
F -3.3338 0.4667 -2.3607
F -4.0071 1.6998 -4.0215
C -5.2873 1.7564 -2.0968
F -5.8269 2.9483 -2.3863
F -5.9969 0.8202 -2.7580
C -5.5547 1.5043 -0.5856
F -4.9893 2.4789 0.1409
F -6.8876 1.6153 -0.4389
C -5.1574 0.1523 0.0719
F -5.6497 0.2407 1.3256
F -3.8229 0.0724 0.1811
C -5.7094 -1.1802 -0.5225
F -5.6391 -2.1019 0.4345
F -4.9774 -1.5732 -1.5487
F -6.9767 -1.0365 -0.8895
C -0.1788 -2.2819 -1.6990
O 0.4559 -3.2651 -1.9857
O -1.3022 -1.8529 -1.8712
C 2.0776 -1.6139 -0.5142
C 3.0204 -1.9253 -1.7135
C 3.3328 -3.4374 -1.7943
C 2.6617 -1.4212 -3.1162
C 3.6609 -1.8964 -4.1789
H 3.3947 2.6490 -1.1311
H 3.2837 3.7755 0.2669
H 4.7109 2.8115 -0.0129
H 2.1254 1.9914 1.2055
H 3.7659 1.4669 1.5807
H 4.1806 -0.7115 2.0423
H 4.6783 -3.2239 0.4845
H 5.2387 -2.6934 2.0000
H 3.4635 -3.3933 3.2164
H 2.2609 -3.0655 1.9940
H 3.2986 -4.4868 1.8877
H 0.3583 0.6377 1.5051
H 1.7994 -1.6359 3.7919
H 0.8012 -2.0841 5.9716
H -2.7128 -0.2790 4.8594
H -1.8598 0.2053 2.6206
H -1.0758 -0.7515 0.3261
H 1.5803 0.3995 -1.8041
H 0.1423 -0.1291 -2.5725
H 0.4161 1.7020 -0.1839
H -1.1651 1.0700 -0.7085
H 1.9272 -2.5642 -0.0118
H 3.9716 -1.4510 -1.5017
H 2.6804 -3.9198 -2.5074
H 3.1872 -3.9372 -0.8424
H 4.3702 -3.5869 -2.0754
H 2.7123 -0.3351 -3.1483
H 1.6646 -1.7001 -3.4365
H 4.6746 -1.8477 -3.7896
H 3.6070 -1.2111 -5.0178
H 3.4310 -2.8944 -4.5301
N 3.7100 -4.0545 7.8322
C 3.5257 -3.5568 6.5734
N 4.6188 -2.9483 6.0176
O 2.4588 -3.6485 5.9905
H 4.5753 -3.9910 8.3328
H 2.9262 -4.5056 8.2647
H 4.5160 -2.5665 5.0967
H 5.5014 -2.8642 6.4839
N -7.0966 7.6021 -3.9914
C -5.9758 7.0359 -3.4419
N -5.7646 5.7234 -3.7678
O -5.2233 7.6567 -2.7152
H -7.7291 7.1095 -4.5916
H -7.2780 8.5624 -3.7703
H -4.9535 5.2812 -3.3822
H -6.3727 5.1950 -4.3631
*
```

Computed properties:
SMILES: CCO[C@@]1([C@H](Br)CC)O[C@H](c2ccncc2)[C@H](I)[N@+](CCC(F)(F)C(F)(F)C(F)(F)C(F)(F)C(F)(F)C(F)(F)C(F)(F)C(F)(F)F)(C(=O)[O-])[C@H]1[C@@H](C)CC.NC(N)=O.NC(N)=O

=====

Entry 3:
DFT (ωB97M-V/def2-TZVPD) results for C53H45BCaN8O5PS as an isolated structure.

The geometry in ORCA input format:
```
! wB97M-V def2-TZVPD RIJCOSX def2/J DEFGRID3
* xyz -1 1
Ca 0.1305 -0.2469 1.0585
C 1.8918 4.1383 -0.2777
C 0.9742 3.2514 0.1148
N 1.2313 1.8497 -0.1238
C 2.6665 1.5995 0.0962
C 3.5045 2.5612 -0.5272
N 3.1315 3.7813 -0.7980
C 3.1070 0.6285 0.9964
C 4.4902 0.2719 1.0859
C 4.9393 -0.5021 2.1173
C 3.9962 -0.9815 3.0612
C 2.6583 -0.7537 2.8266
N 2.2112 0.0177 1.8236
C 1.6101 -1.3689 3.6778
C 1.8877 -2.2805 4.6986
N 0.9418 -2.8085 5.4618
C -0.3167 -2.4693 5.1925
C -0.6218 -1.6100 4.1491
N 0.3348 -1.0465 3.4178
C 6.3704 -0.8488 2.2475
C 6.7744 -2.0445 2.8402
C 8.1258 -2.3290 2.9434
N 9.0861 -1.5231 2.5014
C 8.7007 -0.3818 1.9365
C 7.3774 -0.0016 1.7892
H 1.7346 5.2022 -0.1521
H 0.0195 3.5200 0.5364
H 4.5484 2.3394 -0.7413
H 5.1631 0.6022 0.3081
H 4.3407 -1.5039 3.9390
H 2.8960 -2.6131 4.9075
H -1.0820 -2.9123 5.8161
H -1.6446 -1.3836 3.8680
H 6.0448 -2.7577 3.1977
H 8.4563 -3.2540 3.4043
H 9.5007 0.2651 1.5925
H 7.1363 0.9542 1.3439
N -3.1233 -1.1168 1.3601
C -2.0058 -0.9132 1.1226
C 1.1141 -1.3205 -7.4148
C -0.0539 -1.6640 -6.4730
C -1.3716 -1.6439 -7.2672
C 0.1621 -3.0809 -5.9326
C -0.0816 -0.6205 -5.3564
C -0.5834 0.6587 -5.6114
C -0.5819 1.6752 -4.6608
C -0.0601 1.3714 -3.4248
O 0.1123 2.1791 -2.3280
B 0.7690 1.3869 -1.3991
O 0.9651 0.0916 -1.8803
C 0.4479 0.1069 -3.1591
C 0.4502 -0.9003 -4.0959
H 1.2271 -2.0990 -8.1733
H 2.0477 -1.2417 -6.8550
H 0.9391 -0.3684 -7.9189
H -1.4431 -2.5302 -7.8993
H -1.4308 -0.7713 -7.9183
H -2.2272 -1.6340 -6.5909
H 0.1179 -3.7932 -6.7572
H -0.6063 -3.3554 -5.2075
H 1.1425 -3.1868 -5.4654
H -0.9884 0.8855 -6.5881
H -0.9640 2.6621 -4.8833
H 0.8416 -1.8773 -3.8496
C -1.6478 6.6768 2.9675
C -1.6903 6.3536 1.6200
C -1.8665 5.0372 1.2213
C -2.0219 4.0193 2.1648
C -1.9559 4.3567 3.5161
C -1.7778 5.6727 3.9147
P -2.0931 2.2384 1.6590
C -3.3143 1.6282 2.8980
C -4.6868 1.5271 2.7086
C -5.5028 1.0627 3.7297
C -4.9607 0.6812 4.9468
C -3.5896 0.7514 5.1365
C -2.7757 1.2171 4.1167
C -3.0670 2.3550 0.1036
C -2.7879 1.4744 -0.9355
C -3.5161 1.5043 -2.1155
C -4.5485 2.4140 -2.2653
C -4.8387 3.3040 -1.2394
C -4.1003 3.2799 -0.0683
H -1.5075 7.7054 3.2751
H -1.5845 7.1294 0.8716
H -1.8870 4.8037 0.1646
H -2.0616 3.5818 4.2641
H -1.7373 5.9145 4.9695
H -5.1295 1.7670 1.7556
H -6.5695 0.9853 3.5615
H -5.6030 0.3140 5.7372
H -3.1525 0.4278 6.0738
H -1.6994 1.2523 4.2562
H -2.0176 0.7258 -0.8048
H -3.2793 0.8119 -2.9136
H -5.1371 2.4243 -3.1739
H -5.6442 4.0198 -1.3490
H -4.3184 3.9930 0.7157
N 1.3210 -2.5178 0.5525
C 0.2690 -3.3927 0.1271
C -0.2143 -3.2933 -1.1730
C -1.2337 -4.1310 -1.5965
C -1.7746 -5.0601 -0.7241
C -1.3140 -5.1430 0.5779
C -0.2917 -4.3074 1.0082
S -2.9734 -6.2495 -1.3677
O -3.7915 -6.6174 -0.2229
O -3.6745 -5.5246 -2.4172
O -2.1061 -7.3175 -1.8561
H 1.8581 -2.9169 1.3103
H 1.9449 -2.2963 -0.2147
H 0.2253 -2.5662 -1.8505
H -1.6247 -4.0897 -2.6051
H -1.7615 -5.8744 1.2388
H 0.0795 -4.3736 2.0279
*
```

Computed properties:
energy relative to the best compared isomer or geometry (same formula, charge and spin): 112.01 kJ/mol

=====

Entry 4:
DFT (ωB97M-V/def2-TZVPD) results for C9H12S2Si as an isolated structure.

The geometry in ORCA input format:
```
! wB97M-V def2-TZVPD RIJCOSX def2/J DEFGRID3
* xyz 0 1
C -2.8216 -1.4225 -1.4615
C -3.0876 -1.0197 -0.1603
C -1.4884 -1.7496 -1.8313
C -2.0318 -0.8210 0.7077
C -0.4801 -1.6628 -0.9033
C -0.7638 -1.0490 0.2713
C 1.4346 2.2559 1.4090
C 1.9338 2.2855 -0.8621
C 1.4861 1.2944 0.1485
Si 1.4251 -1.2752 1.5075
S 1.4534 3.6722 0.1918
S 2.6682 -0.0073 0.2984
H -3.6040 -1.5886 -2.1818
H -4.1319 -0.9245 0.1853
H -1.2663 -2.0206 -2.9253
H -2.2389 -0.4465 1.7035
H 0.3600 -2.2564 -1.1632
H 0.5151 2.4128 2.0778
H 2.4242 2.3369 1.9790
H 3.0205 2.2402 -1.1847
H 1.3140 2.1913 -1.8395
H 0.5598 0.8195 -0.2045
H 1.4426 -0.5339 2.8760
H 1.8772 -2.7311 1.3617
*
```

Computed properties:
energy relative to the best compared isomer or geometry (same formula, charge and spin): 0.00 kJ/mol

=====

| no. | largest force on an atom (eV Å⁻¹) | HOMO level (eV) | DFT total energy (eV) |
| --- | --- | --- | --- |
| 1 | 0.707 | -10.4 | -142028.865 |
| 2 | 2.004 | -9.5 | -178347.218 |
| 3 | 2.036 | -5.3 | -117096.123 |
| 4 | 5.392 | -8.6 | -39072.596 |